1.
ORCA calculation (ωB97M-V/def2-TZVPD) on C8H12N2S2 in the gas phase at a distorted geometry.

Each line ends with the natural charge from an NBO analysis.
Atoms and positions in Å:
C: -3.45 -0.24 1.36  -0.6133
C: -2.94 -0.82 0.04  -0.4050
C: -2.38 0.08 -1.05  -0.4079
C: -1.11 0.94 -0.77  -0.5308
S: 0.27 -0.20 -0.59  0.3039
C: 1.57 0.85 -0.12  -0.1097
S: 1.43 2.44 0.13  -0.0340
N: 2.73 0.11 0.09  -0.4320
C: 4.08 0.67 0.21  -0.0846
C: 4.85 -0.47 0.14  -0.0720
N: 4.09 -1.60 -0.04  -0.4400
C: 2.87 -1.25 -0.09  0.2064
H: -4.29 0.42 1.23  0.2043
H: -2.60 0.28 1.91  0.2059
H: -3.87 -1.03 2.03  0.2184
H: -3.74 -1.38 -0.49  0.2075
H: -2.19 -1.58 0.33  0.2001
H: -2.21 -0.52 -1.95  0.2134
H: -3.18 0.83 -1.27  0.2121
H: -1.22 1.54 0.15  0.2407
H: -0.89 1.58 -1.64  0.2377
H: 4.26 1.72 0.33  0.2484
H: 5.93 -0.45 0.20  0.2135
H: 2.00 -1.91 -0.14  0.2170

Output
SMILES: CCCCSC(=S)n1ccnc1
Frontier orbital gap: 8.69 eV
HOMO energy: -9.028 eV


2.
ORCA calculation (ωB97M-V/def2-TZVPD) on a molecular structure, C3H5NO2 at a distorted geometry.

Each line ends with the natural charge from an NBO analysis.
Atoms and positions in Å:
O: 0.71 1.79 -0.38  -0.6799
C: 0.15 0.76 0.37  0.0424
C: -1.18 0.07 -0.08  -0.2497
N: -0.53 -1.24 0.06  -0.5051
C: 0.61 -0.69 0.25  0.4736
O: 1.68 -1.47 0.23  -0.6373
H: 0.85 1.48 -1.28  0.4711
H: 0.10 1.11 1.40  0.2047
H: -2.06 0.16 0.56  0.1914
H: -1.43 0.27 -1.12  0.1873
H: 1.10 -2.24 -0.01  0.5014

Output
Frontier orbital gap: 10.76 eV
HOMO energy: -10.015 eV


3.
ORCA calculation (ωB97M-V/def2-TZVPD) on 2 unconnected molecules or ions with the total composition C4H12NO at a distorted geometry.

Each line ends with the Löwdin spin population.
Atoms and positions in Å:
C: -0.69 0.71 -1.25  0.0338
C: 0.21 1.69 0.94  0.0390
C: 1.33 -0.08 -0.34  0.0380
C: -0.82 -2.03 0.63  0.1639
N: 0.13 0.63 -0.04  0.5617
O: -0.70 -0.82 1.14  0.9052
H: -0.65 -0.40 -1.65  0.0095
H: -1.79 1.07 -1.01  0.0012
H: 0.00 1.24 -2.05  0.0293
H: 0.98 2.48 0.52  0.0313
H: -0.83 2.12 0.93  0.0015
H: 0.51 1.33 1.83  0.0054
H: 2.05 0.50 -1.05  0.0265
H: 1.92 -0.10 0.46  0.0027
H: 1.21 -1.02 -0.66  0.0040
H: -0.04 -2.79 0.55  0.0687
H: -1.28 -1.92 -0.33  0.0246
H: -1.54 -2.62 1.39  0.0535

Output
<S²>: 2.0104
Spin multiplicity: 3
Charge: +1
Frontier orbital gap (alpha / beta): 11.28 / 7.94 eV
HOMO energy (alpha / beta): -14.082 / -14.989 eV


4.
ORCA calculation (ωB97M-V/def2-TZVPD) on a gas-phase ion, C3H2NO3S (charge -1) at a distorted geometry.

Each line ends with the natural charge from an NBO analysis.
Atoms and positions in Å:
O: 1.00 2.57 -0.63  -0.5751
C: 0.87 1.39 -0.33  0.6376
C: 1.19 0.14 -0.07  -0.6426
C: 0.32 -1.03 0.26  0.6625
O: 0.85 -2.07 0.67  -0.6819
N: -1.00 -0.85 0.04  -0.8288
S: -1.65 0.68 -0.51  0.8162
O: -2.57 1.07 0.65  -1.0170
H: 2.36 -0.11 -0.04  0.2374
H: -1.35 -1.80 -0.05  0.3918

Output
SMILES: O=C=CC(=O)NS[O-]
Charge: -1
Frontier orbital gap (alpha / beta): 6.85 / 6.85 eV
HOMO energy (alpha / beta): -3.145 / -3.144 eV